Entry from OMol25: a molecular structure, C49H41BaN3O2P3S (the ωB97M-V functional and the def2-TZVPD basis).

Computed properties:
E_tot = -3654.32706 Ha
Energy relative to the best compared isomer or geometry (same formula, charge and spin) = 1.39 kcal/mol
Total charge = +1
Orbital gap = 8.40 eV
E_HOMO = -10.639 eV
E_LUMO = -0.0822 Eh

Geometry as XYZ:
```
100
Properties=species:S:1:pos:R:3:forces:R:3
Ba 0.369 -0.165 -0.864 -0.2 -0.2 0.1
N -0.837 -5.036 -1.149 0.0 -0.1 -0.1
C -1.306 -5.010 0.153 0.1 0.0 -0.1
C -1.801 -5.999 0.994 0.0 0.0 0.1
C -2.177 -5.601 2.262 0.0 0.0 -0.1
C -2.060 -4.265 2.677 0.0 0.0 0.0
C -1.565 -3.292 1.834 0.0 0.1 0.0
C -1.186 -3.678 0.549 0.0 0.0 0.0
N -0.670 -2.922 -0.500 0.3 0.2 -0.2
C -0.471 -3.771 -1.486 -0.1 0.0 0.2
C 0.075 -3.414 -2.798 0.0 0.2 0.0
C 0.407 -4.259 -3.807 0.1 0.0 -0.1
S 1.009 -3.374 -5.136 0.0 0.1 0.0
C 0.790 -1.915 -4.271 -0.1 -0.3 0.2
N 0.293 -2.081 -3.076 0.1 0.2 0.2
H -0.793 -5.842 -1.747 0.0 0.0 0.0
H -1.887 -7.029 0.674 0.0 0.0 0.0
H -2.569 -6.336 2.952 0.0 0.0 0.0
H -2.362 -3.996 3.680 0.0 0.0 0.0
H -1.469 -2.261 2.152 0.0 0.0 0.0
H 0.349 -5.334 -3.837 0.0 0.0 0.0
H 1.086 -0.949 -4.667 0.0 0.0 0.0
O 2.772 0.703 -4.367 -0.2 -0.1 0.0
C 2.649 0.939 -3.174 -0.1 0.1 0.0
O 1.533 1.122 -2.541 0.3 -0.1 -0.2
C 3.900 0.982 -2.290 0.0 0.1 0.0
P 3.751 -0.235 -0.927 0.0 0.0 0.2
C 5.223 0.118 0.093 -0.1 -0.1 -0.1
C 6.508 -0.168 -0.367 0.0 0.0 0.0
C 7.611 0.144 0.410 0.0 0.0 0.0
C 7.441 0.744 1.653 0.0 0.0 0.0
C 6.167 1.029 2.118 0.0 0.0 0.0
C 5.060 0.711 1.341 0.0 0.0 0.0
C 4.151 -1.843 -1.698 -0.1 0.1 -0.1
C 4.284 -2.956 -0.864 0.0 0.0 0.0
C 4.518 -4.213 -1.394 0.0 0.0 0.0
C 4.610 -4.378 -2.773 0.0 0.0 0.1
C 4.474 -3.281 -3.608 0.0 0.0 0.0
C 4.243 -2.015 -3.079 0.1 0.0 0.0
H 3.946 1.957 -1.799 0.0 0.0 0.0
H 4.809 0.847 -2.875 0.0 0.0 0.0
H 6.642 -0.641 -1.333 0.0 0.0 0.0
H 8.606 -0.080 0.049 0.0 0.0 0.0
H 8.304 0.985 2.259 0.0 0.0 0.0
H 6.034 1.492 3.087 0.0 0.0 0.0
H 4.061 0.926 1.704 0.0 0.0 0.0
H 4.221 -2.828 0.212 0.0 0.0 0.0
H 4.637 -5.063 -0.735 0.0 0.0 0.0
H 4.802 -5.358 -3.190 0.0 0.0 0.0
H 4.560 -3.405 -4.680 0.0 0.0 0.0
H 4.143 -1.169 -3.747 0.0 0.0 0.0
C -1.742 2.398 1.865 0.1 -0.1 0.1
P -1.046 2.822 0.225 0.2 -0.1 -0.6
C -2.490 3.194 -0.833 -0.1 0.1 0.2
C -3.230 4.366 -0.670 -0.1 -0.1 0.0
C -4.339 4.608 -1.466 0.0 0.0 0.0
C -4.715 3.687 -2.437 0.0 0.0 0.0
C -3.975 2.528 -2.617 0.0 0.0 0.0
C -2.865 2.290 -1.821 0.0 0.0 0.0
C -0.227 4.438 0.389 0.0 -0.1 0.0
C 0.625 4.806 -0.656 0.0 0.0 0.0
C 1.279 6.027 -0.624 0.0 0.0 0.1
C 1.102 6.881 0.459 0.0 0.0 -0.1
C 0.266 6.516 1.502 0.0 0.0 0.0
C -0.403 5.299 1.466 0.0 0.0 0.0
P -1.916 0.559 1.830 -0.1 -0.1 0.3
C -3.405 0.291 0.817 0.1 0.0 0.0
C -3.381 -0.782 -0.071 -0.1 0.1 -0.1
C -4.469 -1.042 -0.897 0.0 0.1 0.0
C -5.587 -0.221 -0.841 0.1 0.0 0.0
C -5.618 0.851 0.044 0.0 0.0 0.0
C -4.537 1.104 0.873 -0.1 -0.1 -0.1
C -2.477 0.164 3.534 0.1 0.1 -0.1
C -1.628 0.482 4.596 0.0 0.0 0.0
C -1.972 0.158 5.899 0.0 0.0 0.0
C -3.164 -0.509 6.156 0.0 0.0 -0.1
C -4.003 -0.846 5.104 0.0 0.0 0.0
C -3.664 -0.511 3.800 0.0 0.0 0.0
H -2.640 2.940 2.158 0.0 0.0 0.0
H -0.947 2.595 2.593 -0.1 0.1 0.0
H -2.934 5.096 0.074 0.0 0.0 0.0
H -4.906 5.520 -1.335 0.0 0.0 0.0
H -5.577 3.880 -3.062 0.0 0.0 0.0
H -4.258 1.814 -3.379 0.0 0.0 0.0
H -2.292 1.383 -1.972 0.0 0.0 0.0
H 0.775 4.129 -1.490 0.0 0.0 0.0
H 1.933 6.311 -1.437 0.0 0.0 0.0
H 1.619 7.831 0.487 0.0 0.0 0.0
H 0.130 7.182 2.344 0.0 0.0 0.0
H -1.064 5.027 2.280 0.0 0.0 0.0
H -2.506 -1.425 -0.115 -0.1 0.0 0.0
H -4.443 -1.882 -1.578 0.0 0.0 0.0
H -6.433 -0.415 -1.486 0.0 0.0 0.0
H -6.488 1.493 0.087 0.0 0.0 0.0
H -4.583 1.938 1.559 0.0 0.1 0.1
H -0.685 0.984 4.404 0.0 0.0 0.0
H -1.309 0.418 6.713 0.0 0.0 0.0
H -3.433 -0.766 7.171 0.0 0.0 0.0
H -4.931 -1.368 5.297 0.0 0.0 0.0
H -4.330 -0.777 2.989 0.0 0.0 0.0
```
Forces are in eV/Å.